a | Density functional theory data (the ωB97M-V functional and the def2-TZVPD basis) for 2 unconnected molecules or ions with the total composition C4H12N2O2.

## Properties
structure (SMILES)	NC(=O)O.CCNC
frontier orbital gap	10.46	eV
charge	0

Each line ends with the Löwdin charge.
Positions of all 20 atoms, in Å:
N 3.26951 1.58260 -0.27773  0.16
C 2.02322 1.04680 -0.43547  -0.72
O 1.19434 1.60971 -1.14717  0.02
O 1.78887 -0.01048 0.28949  0.03
H 3.97640 1.12403 0.27428  0.10
H 3.54855 2.36298 -0.81257  0.09
H 0.73610 -0.32763 0.15706  0.06
C -2.05768 0.68438 -0.94718  -0.09
C -1.56250 0.06801 0.34463  -0.26
N -0.55140 -0.96389 0.10795  -0.15
C -0.45000 -2.00267 1.11823  -0.09
H -2.51609 -0.07197 -1.59112  0.08
H -2.77417 1.48295 -0.77591  0.08
H -1.20629 1.09438 -1.49175  0.06
H -1.13003 0.84087 0.97986  0.12
H -2.41244 -0.38290 0.87240  0.11
H -0.60353 -1.32429 -0.83509  0.14
H -0.27252 -1.53859 2.08713  0.09
H 0.36954 -2.68041 0.89478  0.09
H -1.36989 -2.59387 1.18819  0.08

---

b | Density functional theory data (the ωB97M-V functional and the def2-TZVPD basis) for 2 unconnected molecules or ions with the total composition C4H12N2O2.

## Properties
structure (SMILES)	CC(=O)NCCN.O
frontier orbital gap	9.56	eV
charge	0

Each line ends with the Löwdin charge.
Positions of all 20 atoms, in Å:
C -0.58109 1.66900 1.98618  -0.01
C -0.95531 1.53181 0.52903  -0.53
O -1.38152 2.47553 -0.10705  0.04
N -0.92801 0.26575 -0.02023  0.06
C -0.67261 -0.95426 0.70532  -0.22
C -0.39084 -2.19300 -0.15931  -0.29
N 0.85204 -2.26204 -0.84753  0.00
H -1.01413 2.59637 2.34591  0.08
H -1.23409 0.94147 2.49366  0.08
H 0.44172 1.42078 2.24560  0.08
H -1.03121 0.26954 -1.01084  0.13
H 0.12440 -0.72010 1.42004  0.11
H -1.48818 -1.28157 1.38018  0.12
H -0.55245 -3.07709 0.45983  0.11
H -1.18525 -2.13190 -0.92059  0.12
H 1.00823 -1.63281 -1.62431  0.05
H 1.65068 -2.11648 -0.24259  0.06
O 2.97675 -0.22138 -1.80717  -0.05
H 3.06279 0.08616 -2.71549  0.04
H 3.71199 0.16248 -1.32848  0.04

---

c | Density functional theory data (the ωB97M-V functional and the def2-TZVPD basis) for 2 unconnected molecules or ions with the total composition C4H12N2O2.

## Properties
structure (SMILES)	CC(C)NC(N)=O.O
frontier orbital gap	9.97	eV
charge	0

Each line ends with the Löwdin charge.
Positions of all 20 atoms, in Å:
C 1.60904 -0.30712 0.66898  -0.05
C 0.08427 -0.16377 0.27679  -0.39
C -0.32461 -1.17542 -0.88808  -0.06
N -0.23369 1.23555 0.02822  0.03
C -0.10194 1.91467 -1.16427  -0.55
N -0.49418 3.33376 -0.99465  0.11
O 0.35983 1.37239 -2.14241  0.05
H 2.26636 -0.38562 -0.25618  0.10
H 1.89731 0.51820 1.18950  0.02
H 1.57533 -1.26758 1.34872  0.11
H -0.60510 -0.54954 1.13828  0.14
H -1.32586 -0.99824 -0.98542  0.03
H -0.15120 -2.27247 -0.56537  0.10
H 0.00215 -0.88052 -1.88685  0.07
H -0.45357 1.68637 0.94534  0.15
H -0.73374 3.71509 -0.02879  0.11
H -0.29845 3.88664 -1.77965  0.05
O -0.84677 -3.65028 1.69854  -0.08
H -0.64097 -2.82587 1.21349  -0.02
H -1.58421 -3.18623 2.18381  0.06

---

d | Density functional theory data (the ωB97M-V functional and the def2-TZVPD basis) for a molecular structure, C4H12N2O2.

## Properties
frontier orbital gap	7.83	eV
charge	0

Each line ends with the Löwdin charge.
Positions of all 20 atoms, in Å:
C -0.92392 2.16757 0.43036  0.01
C -0.01664 -0.13913 1.33411  -0.04
N 0.11009 2.42372 -0.30234  0.10
H 0.41336 1.46728 -0.94261  0.08
H 0.84167 2.99601 0.10629  0.12
H -1.71515 1.58082 -0.00904  0.09
H -1.10517 2.68533 1.36411  0.10
H -0.69724 0.44799 1.95100  0.02
H -0.17570 -1.14685 1.70952  0.04
H 1.02683 0.14197 1.46437  0.03
C -1.37634 -1.35310 -0.70329  -0.02
C -0.00551 -0.72320 -0.49782  -0.67
N 2.26923 -1.31844 -0.32904  0.05
O 0.90219 -1.78962 -0.38248  -0.16
O 0.35494 0.19030 -1.35190  -0.12
H 2.44257 -0.92030 -1.25378  0.07
H 2.77844 -2.19555 -0.28037  0.08
H -2.14514 -0.58381 -0.67090  0.07
H -1.58296 -2.10813 0.05210  0.08
H -1.39555 -1.82282 -1.68826  0.08

---

Which of them is least stable? Easy: d.

---

a | Density functional theory data (the ωB97M-V functional and the def2-TZVPD basis) for 2 unconnected molecules or ions with the total composition C4H12N2O2.

## Properties
structure (SMILES)	NCC[C@@H](N)C=O.O
frontier orbital gap	9.70	eV
charge	0

Each line ends with the Löwdin charge.
Positions of all 20 atoms, in Å:
N -0.28620 1.79478 -1.70418  0.00
C -0.82371 1.00732 -0.57840  -0.27
C 0.40574 0.48704 0.21603  -0.13
C 1.03675 -0.95824 -0.10515  -0.34
N 0.42318 -1.90375 0.81279  0.03
C 0.73807 -1.25433 -1.55657  -0.23
O 1.66597 -1.40380 -2.31738  0.05
H -0.88695 1.83583 -2.50630  0.07
H 0.24331 2.57853 -1.36907  0.07
H -1.36925 0.10424 -0.90386  0.09
H -1.63021 1.53144 -0.04725  0.10
H 0.34530 0.49188 1.28505  0.06
H 1.19305 1.12055 -0.20608  0.10
H 2.07928 -0.83089 0.22211  0.15
H 0.85803 -2.81403 0.85027  0.08
H -0.58015 -2.00162 0.74755  0.08
H -0.29582 -1.24764 -1.94901  0.12
O -0.97727 0.86926 3.13536  -0.06
H -0.38703 0.26502 2.66059  0.00
H -1.75209 0.32840 3.31351  0.04

---

b | Density functional theory data (the ωB97M-V functional and the def2-TZVPD basis) for 2 unconnected molecules or ions with the total composition C4H12N2O2.

## Properties
frontier orbital gap	4.26	eV
charge	0

Each line ends with the Löwdin charge.
Positions of all 20 atoms, in Å:
C -0.76707 1.16477 -0.79632  -0.28
C -0.36394 0.75535 0.59059  -0.23
C 0.30680 -0.62114 0.59212  -0.14
C 1.84219 -0.43395 0.42981  -0.50
N 2.04660 0.40646 -0.65934  0.19
O 2.40251 -1.73060 0.10411  -0.01
N -1.81186 0.32826 -1.27840  0.11
H 0.13939 1.13522 -1.44907  0.13
H -1.14043 2.19237 -0.69742  0.13
H 0.37392 1.53308 0.85443  0.11
H -1.15103 0.80543 1.33183  0.10
H 0.14962 -1.21342 1.47985  0.12
H -0.01015 -1.15326 -0.29895  0.11
H 2.29275 -0.21716 1.40052  0.15
H 2.83408 1.02691 -0.47555  0.07
H -2.55459 0.81228 -1.76239  0.09
H -2.96421 -1.66551 1.11737  -0.03
H -2.15066 -0.39764 -0.59110  0.04
H 2.76007 -1.65410 -0.79126  0.09
O -2.23400 -1.07335 0.89917  -0.26

---

c | Density functional theory data (the ωB97M-V functional and the def2-TZVPD basis) for 2 unconnected molecules or ions with the total composition C4H12N2O2.

## Properties
structure (SMILES)	CC(=O)NCCN.O
frontier orbital gap	9.95	eV
charge	0

Each line ends with the Löwdin charge.
Positions of all 20 atoms, in Å:
C 1.73760 -1.32648 0.84014  0.00
C 1.83832 -0.53324 -0.48864  -0.56
O 2.25186 -1.05336 -1.50244  0.02
N 1.25753 0.70029 -0.68045  0.03
C 0.57112 1.50536 0.45508  -0.16
C -0.98501 1.86136 0.10929  -0.19
N -1.92148 1.02833 1.01572  -0.01
H 2.75731 -1.69101 1.14957  0.10
H 1.67710 -0.48838 1.60103  0.06
H 0.82756 -1.98692 0.84792  0.10
H 1.55151 1.43600 -1.50662  0.22
H 0.62493 1.23747 1.43548  0.04
H 1.17093 2.48972 0.35587  0.12
H -1.18720 2.94596 0.17490  0.09
H -1.15179 1.64098 -0.96026  0.09
H -1.40998 0.24927 1.27877  0.01
H -2.10589 1.51604 1.90127  0.07
O -3.40067 -2.05096 -0.24920  -0.11
H -4.29907 -2.50322 -0.20556  0.06
H -3.58950 -1.15362 0.09867  0.02

---

Which of them is least stable? Easy: b.

---

a | Density functional theory data (the ωB97M-V functional and the def2-TZVPD basis) for 2 unconnected molecules or ions with the total composition C4H12N2O2.

## Properties
structure (SMILES)	C[C@@H](C=O)NCN.O
frontier orbital gap	9.20	eV
charge	0

Each line ends with the Löwdin charge.
Positions of all 20 atoms, in Å:
C -0.68462 2.27008 0.85945  -0.09
C -0.28802 0.81036 1.03422  -0.35
C -1.65008 -0.00451 0.54760  -0.13
O -2.75026 0.61240 0.45408  -0.02
N 0.81488 0.51514 0.13488  -0.05
C 1.66832 -0.67918 0.11786  -0.34
N 1.13639 -1.89798 0.72749  -0.05
H -1.12899 2.44791 -0.10696  0.07
H -1.54812 2.64600 1.42113  0.08
H 0.22167 2.88367 0.92312  0.08
H -0.18461 0.39269 2.08807  0.15
H -1.70259 -1.01295 0.28416  0.08
H 0.49201 0.76341 -0.87615  0.15
H 2.59540 -0.39114 0.65968  0.10
H 2.07724 -0.87807 -0.91219  0.10
H 1.74078 -2.81323 0.51359  0.13
H 0.69827 -1.91571 1.69888  0.09
O 1.19490 -1.16891 -3.13715  -0.05
H 0.88412 -1.59890 -2.30636  0.04
H 0.36525 -0.77225 -3.31372  0.01

---

b | Density functional theory data (the ωB97M-V functional and the def2-TZVPD basis) for 2 unconnected molecules or ions with the total composition C4H12N2O2.

## Properties
structure (SMILES)	CN(C)C(=O)CN.O
frontier orbital gap	9.72	eV
charge	0

Each line ends with the Löwdin charge.
Positions of all 20 atoms, in Å:
C -1.50810 0.53979 1.72686  -0.04
N -0.86731 0.43786 0.41118  -0.15
C -0.48483 1.65288 -0.26918  -0.06
C -0.48619 -0.83449 0.00161  -0.46
O -0.40704 -1.72530 0.82792  0.04
C -0.23446 -1.01004 -1.48315  -0.18
N 1.09336 -0.50056 -1.86021  0.02
H -1.95249 -0.43329 1.90391  0.08
H -2.31495 1.26373 1.63011  0.09
H -0.82136 0.79878 2.51457  0.08
H -0.80905 1.72580 -1.30605  0.09
H -0.97146 2.46876 0.25430  0.09
H 0.59998 1.78968 -0.29676  0.08
H -0.97869 -0.44933 -2.03612  0.11
H -0.29581 -2.06863 -1.72198  0.12
H 1.76949 -1.07970 -1.37161  0.04
H 1.16939 0.41982 -1.44449  0.02
O 2.52438 -1.08364 0.53987  -0.04
H 1.75812 -1.35706 1.05013  0.03
H 3.21704 -0.55505 0.92909  0.05

---

Which of them is least stable? Easy: a.

---

a | Density functional theory data (the ωB97M-V functional and the def2-TZVPD basis) for a molecular structure, C4H12N2O2.

## Properties
frontier orbital gap	9.44	eV
charge	0

Each line ends with the Löwdin charge.
Positions of all 20 atoms, in Å:
C -1.49796 -1.50425 0.05490  -0.17
C 0.26160 0.69964 1.14796  -0.57
N -0.86918 1.45921 0.93590  0.18
O -2.35420 -0.53462 -0.57688  -0.19
O 0.82960 0.59918 2.21414  0.07
H -3.24398 -0.89120 -0.68121  0.08
H -1.51391 1.11495 0.22862  0.07
H -1.32718 1.67514 1.81009  0.11
H -1.48188 -2.43124 -0.53152  0.05
H -1.91840 -1.77446 1.02908  0.07
C 0.77447 1.02856 -1.27395  -0.05
C 2.14738 -0.46807 0.11035  -0.06
N 0.84681 0.17139 -0.08426  -0.24
H -0.28282 -0.95010 -0.12644  0.14
H -0.23740 0.96717 -1.67635  0.08
H 2.94674 0.27019 0.18109  0.09
H 1.46645 0.67845 -2.03721  0.09
H 1.00513 2.06853 -1.04032  0.09
H 2.34776 -1.14449 -0.72233  0.09
H 2.10098 -1.03397 1.03838  0.09

---

b | Density functional theory data (the ωB97M-V functional and the def2-TZVPD basis) for 3 unconnected molecules or ions with the total composition C4H12N2O2.

## Properties
frontier orbital gap	8.07	eV
charge	0

Each line ends with the Löwdin charge.
Positions of all 20 atoms, in Å:
C -2.07545 0.55417 0.22003  -0.36
C -0.51112 -0.88189 0.94037  -0.12
N -1.69994 1.81240 0.08593  0.10
O -3.09835 0.29674 1.06567  0.03
H -3.25042 -0.65718 1.11137  0.11
H -2.00980 -0.04506 -0.68390  0.12
H -2.07912 2.46880 0.75625  0.11
H -0.64842 1.85427 -0.23575  0.07
H -0.79863 -1.59115 0.15513  0.00
H 0.40703 -1.22551 1.41976  -0.02
H -1.16675 -1.01674 1.80717  -0.02
C 2.23932 -0.74373 -1.60749  -0.08
N 2.23276 -0.24471 -0.24418  -0.04
C 1.26178 0.64506 0.14266  -0.36
O 0.66885 1.35636 -0.71058  -0.06
H 2.48625 -0.92042 0.46135  0.12
H 1.31268 0.91999 1.20157  0.13
H 2.15836 0.10137 -2.28783  0.08
H 1.39430 -1.41701 -1.80031  0.09
H 3.17666 -1.26578 -1.79720  0.08

---

Which of them is least stable? Easy: b.